{
  "formula": "C29H76FN5O4",
  "method": "ωB97M-V with the def2-TZVPD basis set",
  "species": ["F", "C", "C", "C", "C", "N", "C", "C", "C", "C", "C", "H", "H", "H", "H", "H", "H", "H", "H", "H", "H", "H", "H", "H", "H", "H", "H", "H", "H", "H", "H", "C", "N", "C", "C", "C", "C", "O", "H", "H", "H", "H", "H", "H", "H", "H", "H", "H", "H", "H", "H", "H", "C", "N", "C", "C", "C", "C", "O", "H", "H", "H", "H", "H", "H", "H", "H", "H", "H", "H", "H", "H", "H", "C", "N", "C", "C", "C", "C", "O", "H", "H", "H", "H", "H", "H", "H", "H", "H", "H", "H", "H", "H", "H", "C", "N", "C", "C", "C", "C", "O", "H", "H", "H", "H", "H", "H", "H", "H", "H", "H", "H", "H", "H", "H"],
  "xyz": [[0.214220, 16.214410, -31.445620], [1.639480, 18.654020, -40.371820], [1.064790, 19.227980, -39.048260], [1.409270, 18.368630, -37.806870], [0.756310, 18.840870, -36.517860], [1.389770, 18.191390, -35.273990], [2.866630, 18.605320, -35.028470], [3.023630, 18.299240, -33.489570], [1.751790, 18.933360, -32.933970], [0.723820, 18.688360, -33.958870], [1.481330, 16.656470, -35.321920], [1.513400, 19.180190, -41.318050], [1.154220, 17.686630, -40.501390], [2.713380, 18.612740, -40.189790], [-0.014890, 19.346020, -39.140180], [1.466650, 20.239500, -38.989560], [2.495760, 18.447240, -37.768600], [1.131610, 17.329370, -37.982770], [-0.329580, 18.747520, -36.503100], [0.970840, 19.856450, -36.185180], [3.581730, 18.099290, -35.677050], [2.929450, 19.670550, -35.250820], [3.124580, 17.226120, -33.327320], [3.960560, 18.652730, -33.059090], [1.500010, 18.464060, -31.982930], [1.975470, 19.952490, -32.618620], [0.003160, 17.962100, -33.582970], [0.162300, 19.591760, -34.196930], [1.569030, 16.269550, -34.306690], [2.316900, 16.339870, -35.946180], [0.593830, 16.280830, -35.831180], [2.754320, 12.300840, -30.113190], [1.952170, 12.902690, -31.283900], [0.553860, 13.190890, -30.734120], [2.630830, 14.152950, -31.805480], [1.707760, 11.883320, -32.454860], [2.911680, 11.232550, -33.054250], [3.790730, 12.067550, -33.672960], [3.764860, 12.054750, -30.439300], [2.223970, 11.368500, -29.919330], [2.958480, 13.018020, -29.318170], [-0.017470, 13.599460, -31.567630], [0.599920, 13.812130, -29.839670], [0.171420, 12.248370, -30.342330], [2.621420, 14.799600, -30.928060], [2.017450, 14.594250, -32.591050], [3.587020, 13.759540, -32.150460], [1.051160, 12.476730, -33.091140], [1.094880, 11.109560, -31.992510], [2.506130, 10.584740, -33.831410], [3.527560, 10.585060, -32.430100], [4.582730, 11.576110, -33.902770], [-4.892350, 19.441970, -27.982300], [-3.873400, 18.467280, -28.654830], [-3.418980, 17.556030, -27.421520], [-4.693030, 17.584450, -29.670050], [-2.858490, 19.397330, -29.367850], [-1.984420, 18.654740, -30.378120], [-1.445450, 17.555900, -29.700910], [-5.434620, 19.927210, -28.793830], [-4.350990, 20.166600, -27.374060], [-5.621200, 18.849580, -27.429180], [-3.069790, 18.198490, -26.613180], [-2.769480, 16.786780, -27.839250], [-4.282060, 16.984150, -27.080730], [-4.018010, 16.812080, -30.038670], [-5.199910, 18.147090, -30.454020], [-5.487960, 17.024610, -29.177340], [-2.258110, 19.718250, -28.516590], [-3.444790, 20.200670, -29.813940], [-1.082060, 19.234750, -30.571570], [-2.382320, 18.518100, -31.383650], [-0.884770, 16.998460, -30.245430], [1.692010, 16.594940, -28.353240], [1.291970, 17.614860, -27.231500], [0.099200, 16.939550, -26.474360], [2.499020, 17.631160, -26.274780], [1.049290, 19.042750, -27.838830], [0.958960, 20.300940, -26.822980], [-0.108330, 20.069630, -25.946560], [2.567130, 16.854420, -28.949010], [0.789510, 16.536590, -28.961670], [1.924360, 15.645650, -27.870570], [-0.074500, 17.517690, -25.566790], [0.243240, 15.876920, -26.278970], [-0.738380, 17.219360, -27.113310], [2.245520, 18.295380, -25.448550], [3.361450, 18.015680, -26.819250], [2.669830, 16.599830, -25.966100], [0.202340, 18.950920, -28.518790], [1.866130, 19.255320, -28.528530], [0.449880, 21.139850, -27.297500], [1.901960, 20.515710, -26.320270], [-0.812820, 20.720620, -25.985490], [-4.749920, 16.024300, -32.582900], [-4.800440, 15.189550, -33.909320], [-6.155450, 14.325550, -33.951720], [-4.769270, 16.085200, -35.180710], [-3.625020, 14.236760, -34.054760], [-2.181850, 14.866550, -33.804770], [-2.101920, 15.013430, -32.359600], [-4.608380, 15.255840, -31.822940], [-5.650260, 16.561770, -32.285210], [-3.932980, 16.732270, -32.722520], [-6.199850, 13.831990, -34.922560], [-7.002920, 14.979430, -33.745980], [-6.058890, 13.610880, -33.134400], [-3.813980, 16.609040, -35.147270], [-5.604890, 16.769430, -35.033470], [-5.004030, 15.453130, -36.037150], [-3.816830, 13.688300, -34.976990], [-3.643880, 13.470630, -33.279660], [-2.054990, 15.880020, -34.185390], [-1.410360, 14.239510, -34.251680], [-1.369550, 15.602640, -32.164510]],
  "forces_ev_per_angstrom": [[-0.7, 0.3, 0.1], [-0.1, -0.5, 1.2], [-0.6, 0.6, -1.0], [0.2, 0.8, -0.7], [1.2, 0.4, 1.0], [1.2, -1.4, 1.0], [-0.2, 0.2, 1.0], [0.6, 0.2, -1.4], [1.9, -0.5, 1.9], [-1.6, 0.1, -1.2], [-0.9, 0.5, -0.5], [-0.4, 0.5, 0.5], [0.6, -0.3, -0.2], [0.1, -0.6, -0.4], [-0.2, 0.0, 0.0], [0.0, 0.1, 0.6], [0.1, -0.3, 0.5], [0.0, -0.1, -0.1], [0.0, -0.5, 0.1], [-0.1, 0.5, -1.1], [-0.4, -0.2, 0.0], [0.0, 0.1, 0.2], [-0.5, -0.1, -0.1], [-0.1, 0.6, -0.3], [-0.3, -0.4, -0.1], [-0.3, 0.3, -0.8], [0.1, -0.3, -0.4], [0.1, 0.0, -0.3], [-0.1, 0.1, -0.2], [0.1, 0.3, 0.2], [-0.2, 0.0, 0.3], [0.3, -0.2, -1.9], [-0.4, -0.4, 0.7], [0.9, -0.5, -0.1], [-0.6, -1.2, 0.8], [0.1, 0.8, 2.0], [-0.2, -1.7, -0.6], [1.1, 2.4, -0.7], [-0.1, -0.2, -0.4], [0.2, 0.3, 0.8], [-1.0, -0.1, 0.1], [-0.2, 0.2, 0.5], [0.2, 0.6, -0.5], [-0.2, -0.1, -0.5], [0.5, 0.3, -0.4], [0.1, -0.1, 0.1], [0.1, 0.8, 0.0], [0.4, -0.3, -0.6], [0.0, -0.1, -0.1], [-0.5, -0.5, 0.1], [-0.8, -0.2, 0.9], [0.1, 0.0, -0.2], [0.1, -0.7, -1.1], [-2.6, -0.3, 0.7], [-0.4, 0.0, -2.1], [0.9, -0.1, 1.1], [-0.2, -1.6, 0.4], [1.6, 0.7, 0.6], [-1.4, -0.7, 1.2], [0.1, 0.2, 0.1], [-0.1, -0.2, 0.0], [0.3, 0.1, 0.2], [0.4, -0.1, -0.3], [0.5, 0.6, 0.3], [-0.4, 0.5, -0.1], [0.2, 0.4, -0.3], [0.6, 0.5, 0.1], [0.1, 0.4, 0.6], [0.2, 0.4, -0.3], [0.2, 0.0, 0.1], [-0.3, 1.1, -0.2], [-0.7, -0.6, 0.2], [0.9, -0.6, -1.4], [-1.2, 0.8, 0.6], [1.8, -1.2, 0.3], [0.1, 2.5, -0.8], [-0.9, 0.5, -0.6], [0.3, 0.5, 0.6], [-2.1, -1.2, -1.3], [-0.6, -1.8, 2.0], [-0.2, 0.7, 0.2], [0.4, -0.3, -0.3], [-0.3, 0.1, 0.1], [0.3, -0.2, 0.1], [0.2, 0.3, -0.3], [-0.1, -0.8, 0.0], [0.2, -0.3, 0.1], [-0.1, 0.0, 0.1], [0.0, 0.2, 0.2], [-0.4, -0.1, 0.6], [0.5, -0.4, 0.3], [2.0, 0.4, -1.5], [-0.1, 0.1, -0.1], [0.4, 0.3, 0.0], [0.2, -1.2, -1.2], [-1.4, 0.1, -0.4], [1.8, 0.8, 0.6], [-1.0, -0.3, 2.0], [1.1, 0.2, 0.9], [-1.8, 0.5, 1.0], [-0.6, -1.1, -1.5], [0.6, 0.4, 0.1], [-0.4, -0.2, -1.0], [0.0, -0.3, 0.4], [-0.1, 0.1, 0.2], [0.2, 0.1, -0.3], [0.0, -0.1, -0.2], [-0.2, -0.1, -0.5], [0.2, 0.2, -0.2], [0.6, 0.1, 0.0], [0.5, 0.4, -0.3], [-0.5, 0.1, 0.2], [-0.2, -0.1, -0.6], [-0.1, -0.3, 0.2], [1.3, 0.4, 0.6]],
  "lowdin_charge": [-0.51, -0.08, -0.25, -0.18, -0.10, -0.22, -0.06, -0.12, -0.18, -0.11, 0.03, 0.09, 0.07, 0.08, 0.11, 0.11, 0.12, 0.12, 0.14, 0.13, 0.13, 0.14, 0.10, 0.13, 0.09, 0.13, 0.11, 0.13, 0.08, 0.11, 0.10, 0.04, -0.33, 0.00, 0.02, -0.06, -0.27, -0.04, 0.11, 0.12, 0.10, 0.08, 0.09, 0.11, 0.09, 0.08, 0.10, 0.13, 0.14, 0.14, 0.14, 0.12, 0.02, -0.27, 0.05, 0.01, -0.06, -0.24, -0.11, 0.11, 0.11, 0.11, 0.11, 0.08, 0.11, 0.08, 0.11, 0.11, 0.13, 0.14, 0.12, 0.12, 0.02, 0.00, -0.29, 0.04, 0.03, -0.04, -0.17, -0.08, 0.11, 0.06, 0.09, 0.10, 0.12, 0.06, 0.11, 0.11, 0.11, 0.09, 0.13, 0.13, 0.13, 0.10, 0.01, -0.31, 0.07, 0.04, -0.09, -0.17, -0.12, 0.10, 0.10, 0.09, 0.11, 0.11, 0.11, 0.09, 0.11, 0.11, 0.14, 0.13, 0.10, 0.12, 0.01],
  "homo_lumo_gap_ev": 10.2489,
  "fmax_ev_per_a": 2.77,
  "total_charge": 4,
  "e_above_lowest_kcal_mol": 5.0,
  "lumo_ev": -8.2
}